One molecule with the formula C4H6Cl2N2 in a non-equilibrium geometry, computed with ωB97M-V with the def2-TZVPD basis set.

* SMILES: CN1CN=C(Cl)[C@H]1Cl
* maximum force: 4.8 eV/Å
* frontier orbital gap: 10.08 eV
* total charge: 0
* energy relative to the best compared isomer or geometry (same formula, charge and spin): 8.5 kcal/mol

Geometry (Å):
C 0.78431 0.45335 -0.32831
N -0.53496 -0.12322 -0.22275
C -0.82862 -1.02535 0.89267
N -2.22430 -1.32472 0.85545
C -2.83175 -0.56096 0.07644
Cl -4.42723 -0.52552 -0.35398
C -1.64455 0.61114 -0.57177
Cl -1.92516 2.15284 0.40660
H 0.79369 1.50545 -0.02279
H 1.47903 -0.10261 0.29798
H 1.11892 0.37983 -1.36665
H -0.59272 -0.60327 1.88152
H -0.25558 -1.94874 0.76500
H -1.78480 0.87106 -1.60788

C4H6Cl4F as an isolated structure in a non-equilibrium geometry, computed with ωB97M-V with the def2-TZVPD basis set.

* maximum force: 2.0 eV/Å
* frontier orbital gap (alpha / beta): 10.59 / 8.29 eV
* total charge: 0
* spin multiplicity: 2
* energy relative to the best compared isomer or geometry (same formula, charge and spin): 5.6 kcal/mol

Geometry (Å):
Cl -2.61891 -0.18314 0.75558
H -2.60058 -0.00882 -0.69528
C -2.83148 0.16626 -1.92302
C -4.13176 0.92395 -2.14132
C -5.42477 0.19413 -1.78025
C -1.60627 0.77044 -2.61330
Cl -0.16249 -0.06335 -1.97659
Cl -1.72497 0.47899 -4.38026
Cl -1.47648 2.51970 -2.34053
F -2.88120 -1.13668 -2.34367
H -4.04907 1.86420 -1.58604
H -4.15675 1.21950 -3.19589
H -6.25158 0.85680 -2.06969
H -5.52532 -0.72444 -2.36517
H -5.50420 -0.02536 -0.70687

One molecule with the formula C4H6Cl4Si2 in a non-equilibrium geometry, computed with ωB97M-V with the def2-TZVPD basis set.

* maximum force: 3.9 eV/Å
* frontier orbital gap (alpha / beta): 5.24 / 5.43 eV
* total charge: 0
* spin multiplicity: 3

Geometry (Å):
C 0.68909 1.01475 -2.24953
C 0.89701 -0.14423 2.51871
C 0.97452 -0.00852 -1.53415
C 1.18993 -0.78774 1.40400
Si -0.01199 -0.78138 -0.08930
Si -2.09157 0.17241 0.14906
Cl -1.89393 2.19455 0.98737
Cl -0.39145 -2.56802 -1.10644
Cl -3.22995 -0.82899 1.38126
Cl -2.87512 0.66523 -1.72790
H 1.31626 1.31169 -3.13861
H -0.30036 1.36250 -2.09931
H 1.62517 -0.01420 3.32317
H -0.08782 0.16579 2.71286
H 1.96330 -0.59410 -1.63130
H 2.22691 -1.15974 1.10009